Density functional theory data (the ωB97M-V functional and the def2-TZVPD basis) for a 2-piece molecular cluster, C3H3NS overall.

Atoms and positions in Å:
C  1.48072  -0.27559  0.35331
C  -2.33293  -0.71581  1.00329
C  0.66741  0.62091  -0.49312
N  2.28310  -0.82337  0.96717
S  -3.54156  -1.34925  0.34881
H  0.38785  1.46757  0.03794
H  -0.17608  0.10514  -0.78983
H  1.23149  0.97039  -1.42758

Properties
Multiplicity: 1
Relative energy (zero: lowest compared OMol25 entry of this formula, charge and spin): 37.95 kcal per mole
HOMO-LUMO gap: 11.187 eV
LUMO energy: -0.3 eV
E: -15482.1115 eV
HOMO level: -11.516 eV